Entry 1:
This record from OMol25 describes a molecular structure, C15H30AsBrF6NO2PtSbSi3. The level of theory is ωB97M-V/def2-TZVPD.

Atoms and positions in Å:
1 Pt -0.81 1.40 -1.32
2 Br 2.05 3.09 -0.46
3 C 1.09 2.46 1.02
4 C 1.62 2.47 2.30
5 C 0.81 2.02 3.33
6 C -0.47 1.58 3.05
7 C -0.90 1.59 1.74
8 N -0.14 2.03 0.75
9 C -2.28 1.03 1.35
10 O -3.10 0.81 2.21
11 O -2.45 0.81 0.10
12 H 2.63 2.80 2.47
13 H 1.18 2.04 4.35
14 H -1.14 1.22 3.82
15 F 1.65 0.27 -1.76
16 As 1.47 -1.41 -1.08
17 F -0.31 -1.17 -0.97
18 F 1.60 -0.72 0.49
19 F 1.23 -3.02 -0.57
20 F 3.16 -1.60 -1.30
21 F 1.17 -1.90 -2.80
22 C -3.72 -1.42 -1.53
23 Si -2.55 -2.04 -2.89
24 C -1.44 -3.56 -2.71
25 C -3.19 -1.66 -4.64
26 Sb -0.54 0.32 -3.63
27 Si -2.06 3.29 -2.03
28 C -3.59 3.61 -0.92
29 C -2.70 3.02 -3.83
30 C -0.93 4.85 -1.95
31 Si 1.88 0.72 -5.06
32 C 1.03 0.81 -6.78
33 C 2.36 2.45 -4.40
34 C 3.15 -0.68 -4.84
35 H -4.13 -2.26 -0.96
36 H -4.55 -0.86 -1.95
37 H -3.22 -0.76 -0.82
38 H -2.05 -4.45 -2.57
39 H -0.79 -3.48 -1.84
40 H -0.81 -3.73 -3.58
41 H -4.04 -2.30 -4.87
42 H -2.44 -1.83 -5.42
43 H -3.53 -0.63 -4.72
44 H -4.48 3.78 -1.52
45 H -3.43 4.49 -0.30
46 H -3.80 2.78 -0.25
47 H -3.23 2.08 -3.94
48 H -1.90 3.04 -4.57
49 H -3.39 3.82 -4.06
50 H 0.14 4.66 -1.92
51 H -1.17 5.42 -1.06
52 H -1.13 5.48 -2.81
53 H 0.27 1.59 -6.79
54 H 0.56 -0.13 -7.05
55 H 1.75 1.05 -7.55
56 H 1.54 3.16 -4.47
57 H 3.20 2.84 -4.96
58 H 2.67 2.40 -3.35
59 H 2.77 -1.64 -5.17
60 H 3.43 -0.78 -3.79
61 H 4.06 -0.47 -5.40

2S+1	2
net charge	+1
E_LUMO (alpha / beta)	-5.6 / -5.6	eV
M	926.32	g mol⁻¹
E_tot	-202228.2280	eV
E_HOMO (alpha / beta)	-11.676 / -11.736	eV
HOMO-LUMO gap (alpha / beta)	6.1 / 6.1	eV

Entry 2:
This record from OMol25 describes a molecular structure, C41H38N4O2P3Se3V. The level of theory is ωB97M-V/def2-TZVPD.

Atoms and positions in Å:
1 V -0.03 0.89 -1.55
2 C 4.02 1.28 -2.59
3 C 2.58 1.46 -2.30
4 N 1.83 0.51 -1.81
5 O 2.55 -0.62 -1.43
6 C 1.89 2.74 -2.42
7 C 2.49 4.03 -2.87
8 N 0.66 2.63 -1.99
9 O -0.17 3.61 -1.82
10 H 4.23 0.24 -2.80
11 H 4.63 1.58 -1.73
12 H 4.31 1.89 -3.45
13 H 2.08 -1.38 -1.85
14 H 3.39 4.27 -2.30
15 H 1.75 4.81 -2.73
16 H 2.75 3.99 -3.93
17 N 0.01 1.44 2.12
18 P -0.46 2.12 0.59
19 C -0.78 3.84 1.15
20 C 0.11 4.86 0.83
21 C -0.12 6.16 1.27
22 C -1.25 6.44 2.04
23 C -2.13 5.42 2.37
24 C -1.90 4.12 1.92
25 C -2.19 1.56 0.26
26 C -2.80 2.00 -0.92
27 C -4.07 1.54 -1.26
28 C -4.74 0.65 -0.44
29 C -4.14 0.21 0.73
30 C -2.87 0.65 1.08
31 P 1.02 -0.01 2.01
32 C 1.07 -0.44 3.80
33 C 1.39 0.48 4.80
34 C 1.40 0.10 6.13
35 C 1.08 -1.22 6.48
36 C 0.75 -2.14 5.49
37 C 0.74 -1.75 4.15
38 C 2.71 0.77 1.90
39 C 2.95 2.10 1.57
40 C 4.26 2.56 1.40
41 C 5.33 1.70 1.55
42 C 5.10 0.37 1.87
43 C 3.80 -0.09 2.03
44 H -0.76 1.34 2.77
45 H 0.97 4.65 0.20
46 H 0.56 6.95 1.00
47 H -1.44 7.45 2.38
48 H -3.01 5.63 2.97
49 H -2.60 3.34 2.17
50 H -2.29 2.71 -1.55
51 H -4.52 1.87 -2.19
52 H -5.72 0.29 -0.71
53 H -4.65 -0.50 1.38
54 H -2.39 0.25 1.97
55 H 1.65 1.50 4.52
56 H 1.66 0.82 6.90
57 H 1.09 -1.52 7.52
58 H 0.51 -3.16 5.76
59 H 0.49 -2.46 3.38
60 H 2.13 2.79 1.46
61 H 4.43 3.60 1.14
62 H 6.35 2.06 1.42
63 H 5.94 -0.32 1.98
64 H 3.63 -1.14 2.26
65 Se -1.20 -1.36 -0.87
66 P -0.60 -3.14 -1.96
67 Se 1.31 -3.20 -2.91
68 C -0.74 -4.55 -0.78
69 C -1.21 -4.38 0.52
70 C -1.25 -5.47 1.39
71 C -0.84 -6.73 0.96
72 C -0.37 -6.89 -0.34
73 C -0.32 -5.81 -1.20
74 C -1.94 -3.48 -3.14
75 C -3.19 -3.89 -2.67
76 C -4.26 -4.01 -3.55
77 C -4.09 -3.72 -4.90
78 C -2.85 -3.30 -5.36
79 C -1.77 -3.19 -4.49
80 H -1.52 -3.40 0.85
81 H -1.61 -5.33 2.41
82 H -0.88 -7.57 1.64
83 H -0.04 -7.87 -0.67
84 H 0.07 -5.93 -2.21
85 H -3.33 -4.09 -1.61
86 H -5.23 -4.33 -3.17
87 H -4.93 -3.80 -5.58
88 H -2.71 -3.04 -6.41
89 H -0.80 -2.86 -4.85
90 Se -0.95 0.89 -3.91
91 C -0.21 -0.19 -5.19
92 N 0.20 -0.83 -6.07

2S+1	4
net charge	-1
energy relative to the best compared isomer or geometry (same formula, charge and spin)	43.8	kcal/mol
E_LUMO (alpha / beta)	2.2 / 2.2	eV
M	999.53	g mol⁻¹
E_tot	-302784.6781	eV
E_HOMO (alpha / beta)	-4.375 / -4.647	eV
HOMO-LUMO gap (alpha / beta)	6.6 / 6.9	eV

Entry 3:
This record from OMol25 describes C25H28N2O7 in the gas phase. The level of theory is ωB97M-V/def2-TZVPD.

Atoms and positions in Å:
1 C 2.25 -3.76 -0.03
2 C 0.95 -3.22 -0.61
3 O 1.01 -1.80 -0.79
4 C 1.59 -1.36 -1.91
5 O 1.97 -2.07 -2.80
6 C 1.56 0.17 -2.00
7 C 2.57 0.64 -3.04
8 N 0.21 0.58 -2.38
9 C -0.63 0.67 -1.20
10 C -1.80 1.58 -1.44
11 C -3.09 1.14 -1.23
12 C -4.20 1.95 -1.47
13 C -4.00 3.24 -1.93
14 O -4.99 4.13 -2.21
15 C -6.32 3.74 -2.00
16 C -2.70 3.70 -2.15
17 C -1.60 2.90 -1.91
18 O -0.32 3.30 -2.07
19 C -0.08 4.57 -2.62
20 C 0.35 1.19 -0.12
21 C 0.22 0.43 1.19
22 O -0.74 0.37 1.90
23 N 1.44 -0.19 1.44
24 C 1.67 -1.04 2.55
25 C 2.87 -0.95 3.24
26 C 3.09 -1.82 4.30
27 C 2.14 -2.75 4.68
28 C 0.94 -2.83 3.98
29 O -0.06 -3.71 4.24
30 C 0.09 -4.59 5.33
31 C 0.71 -1.97 2.90
32 C 2.37 -0.01 0.43
33 O 3.48 -0.47 0.42
34 C 1.74 0.87 -0.63
35 H 2.49 -3.25 0.90
36 H 2.16 -4.82 0.15
37 H 3.06 -3.59 -0.74
38 H 0.73 -3.69 -1.57
39 H 0.12 -3.38 0.09
40 H 2.45 0.07 -3.95
41 H 2.40 1.70 -3.25
42 H 3.58 0.49 -2.67
43 H -0.18 0.01 -3.12
44 H -1.02 -0.32 -0.88
45 H -3.25 0.14 -0.87
46 H -5.18 1.55 -1.28
47 H -6.93 4.60 -2.27
48 H -6.60 2.89 -2.63
49 H -6.51 3.48 -0.95
50 H -2.60 4.71 -2.51
51 H 1.01 4.66 -2.71
52 H -0.52 4.67 -3.61
53 H -0.45 5.38 -1.97
54 H 0.18 2.25 0.05
55 H 3.61 -0.23 2.95
56 H 4.02 -1.76 4.85
57 H 2.34 -3.41 5.51
58 H -0.83 -5.18 5.36
59 H 0.94 -5.27 5.18
60 H 0.20 -4.06 6.27
61 H -0.23 -2.04 2.38
62 H 2.36 1.76 -0.77

SMILES	CCOC(=O)[C@@]1(C)N[C@H](c2ccc(OC)cc2OC)[C@H]2C(=O)N(c3cccc(OC)c3)C(=O)[C@H]21
net charge	0
energy relative to the best compared isomer or geometry (same formula, charge and spin)	0.0	kcal/mol
E_LUMO	0.7	eV
M	468.51	g mol⁻¹
E_tot	-43692.8471	eV
E_HOMO	-8.298	eV
HOMO-LUMO gap	9.0	eV

Entry 4:
This record from OMol25 describes C30H32N4O6 in the gas phase. The level of theory is ωB97M-V/def2-TZVPD.

Atoms and positions in Å:
1 C -7.91 3.66 -4.04
2 O -7.43 2.53 -3.35
3 C -6.19 2.61 -2.78
4 C -5.35 3.71 -2.81
5 C -4.11 3.67 -2.19
6 C -3.67 2.54 -1.51
7 N -2.43 2.51 -0.91
8 C -1.80 3.72 -0.42
9 C -1.18 3.48 0.95
10 N -0.16 2.45 0.87
11 C 0.84 2.45 1.77
12 O 0.92 3.28 2.66
13 C 1.86 1.36 1.63
14 C 2.64 1.23 0.48
15 C 3.58 0.23 0.40
16 C 3.74 -0.67 1.45
17 C 4.63 -1.83 1.30
18 O 5.39 -1.98 0.37
19 N 4.51 -2.79 2.30
20 C 4.97 -4.14 1.98
21 C 3.76 -4.98 1.50
22 C 2.90 -4.13 0.61
23 C 3.25 -3.88 -0.71
24 C 2.56 -2.94 -1.45
25 C 1.51 -2.22 -0.90
26 O 0.80 -1.24 -1.53
27 C 1.17 -0.89 -2.84
28 C 1.13 -2.49 0.43
29 O 0.09 -1.74 0.91
30 C -0.44 -2.06 2.17
31 C 1.81 -3.45 1.16
32 C 3.82 -2.63 3.48
33 O 3.78 -3.48 4.34
34 N 3.16 -1.44 3.62
35 C 2.98 -0.52 2.61
36 C 2.05 0.51 2.70
37 C -0.38 1.45 -0.15
38 C -1.87 1.28 -0.40
39 C -4.52 1.43 -1.49
40 C -5.75 1.46 -2.11
41 H -8.00 4.53 -3.37
42 H -8.90 3.39 -4.40
43 H -7.27 3.92 -4.89
44 H -5.64 4.61 -3.32
45 H -3.48 4.54 -2.27
46 H -2.56 4.51 -0.32
47 H -1.03 4.07 -1.11
48 H -0.70 4.39 1.33
49 H -1.95 3.19 1.67
50 H 2.51 1.92 -0.34
51 H 4.19 0.10 -0.48
52 H 5.71 -4.04 1.19
53 H 5.41 -4.58 2.87
54 H 3.20 -5.31 2.37
55 H 4.14 -5.85 0.97
56 H 4.08 -4.40 -1.15
57 H 2.86 -2.76 -2.47
58 H 2.21 -0.53 -2.88
59 H 0.50 -0.10 -3.14
60 H 1.06 -1.74 -3.53
61 H -0.79 -3.10 2.21
62 H 0.29 -1.90 2.97
63 H -1.29 -1.39 2.32
64 H 1.53 -3.66 2.18
65 H 2.66 -1.31 4.50
66 H 1.47 0.64 3.60
67 H 0.10 1.76 -1.09
68 H 0.05 0.49 0.15
69 H -2.36 0.96 0.54
70 H -2.01 0.48 -1.14
71 H -4.24 0.53 -0.97
72 H -6.40 0.60 -2.09

SMILES	COc1ccc(N2CCN(C(=O)c3ccc4c(=O)n(CCc5ccc(OC)c(OC)c5)c(=O)[nH]c4c3)CC2)cc1
net charge	0
energy relative to the best compared isomer or geometry (same formula, charge and spin)	1.9	kcal/mol
E_LUMO	0.2	eV
M	544.61	g mol⁻¹
E_tot	-49876.1006	eV
E_HOMO	-7.349	eV
HOMO-LUMO gap	7.5	eV

Entry 5:
This record from OMol25 describes a molecular structure, C52H51F2GeN5O5PbS2. The level of theory is ωB97M-V/def2-TZVPD.

Atoms and positions in Å:
1 Pb 2.08 1.95 -0.26
2 C -3.88 -1.28 4.48
3 C -3.80 0.21 4.19
4 N -2.96 0.51 3.03
5 C -1.64 0.72 3.23
6 C -0.71 0.99 2.28
7 C 0.72 1.14 2.80
8 O 0.88 0.98 4.01
9 O 1.65 1.35 1.95
10 C -1.15 1.10 0.91
11 O -0.46 1.41 -0.06
12 C -2.58 0.79 0.69
13 C -3.06 0.80 -0.62
14 C -4.37 0.51 -0.88
15 F -4.81 0.57 -2.15
16 C -5.26 0.18 0.15
17 C -4.79 0.17 1.45
18 C -3.45 0.50 1.74
19 N -6.62 -0.17 -0.09
20 C -7.66 0.53 0.64
21 C -8.67 -0.52 1.13
22 N -8.61 -1.68 0.15
23 C -8.48 -1.18 -1.26
24 C -7.08 -0.57 -1.41
25 H -4.53 -1.47 5.34
26 H -2.90 -1.68 4.71
27 H -4.27 -1.83 3.62
28 H -3.38 0.75 5.04
29 H -4.79 0.64 4.02
30 H -1.30 0.67 4.26
31 H -2.38 1.06 -1.42
32 H -5.45 -0.14 2.24
33 H -8.16 1.27 0.00
34 H -7.25 1.06 1.49
35 H -9.69 -0.15 1.14
36 H -8.41 -0.93 2.10
37 H -9.42 -2.28 0.26
38 H -7.78 -2.22 0.37
39 H -9.27 -0.45 -1.40
40 H -8.64 -2.01 -1.94
41 H -7.14 0.26 -2.12
42 H -6.39 -1.31 -1.82
43 S 5.46 0.34 -0.07
44 C 4.52 -0.45 1.19
45 N 5.13 -0.63 2.39
46 C 4.58 -1.64 3.28
47 C 3.09 -1.46 3.33
48 N 2.55 -1.52 1.98
49 C 1.22 -2.11 1.87
50 C 1.28 -3.62 1.88
51 C 1.83 -4.29 0.79
52 C 1.92 -5.67 0.80
53 C 1.48 -6.40 1.89
54 C 0.93 -5.74 2.98
55 C 0.84 -4.35 2.97
56 C 3.21 -0.96 0.96
57 S 2.46 -0.82 -0.60
58 C 6.21 0.21 2.94
59 C 5.73 0.89 4.20
60 C 4.58 1.67 4.16
61 C 4.12 2.28 5.32
62 C 4.81 2.13 6.51
63 C 5.97 1.37 6.55
64 C 6.42 0.75 5.40
65 H 5.01 -1.51 4.27
66 H 4.85 -2.64 2.91
67 H 2.83 -0.49 3.77
68 H 2.62 -2.24 3.93
69 H 0.77 -1.74 0.95
70 H 0.62 -1.75 2.72
71 H 2.18 -3.72 -0.06
72 H 2.35 -6.19 -0.06
73 H 1.56 -7.48 1.90
74 H 0.59 -6.30 3.84
75 H 0.41 -3.83 3.83
76 H 6.47 0.94 2.18
77 H 7.08 -0.41 3.15
78 H 4.05 1.80 3.22
79 H 3.21 2.87 5.29
80 H 4.45 2.61 7.41
81 H 6.51 1.25 7.48
82 H 7.32 0.14 5.43
83 F 0.93 2.35 -2.77
84 O 4.59 1.68 -0.42
85 O 4.21 2.35 0.83
86 C 5.43 3.76 -5.28
87 C 5.27 2.82 -4.26
88 C 4.04 2.23 -4.06
89 C 2.95 2.57 -4.86
90 C 3.11 3.51 -5.88
91 C 4.35 4.10 -6.09
92 Ge 1.25 1.78 -4.45
93 C -0.29 2.47 -5.40
94 C -0.54 3.84 -5.42
95 C -1.68 4.35 -6.03
96 C -2.58 3.48 -6.64
97 C -2.34 2.11 -6.63
98 C -1.20 1.61 -6.01
99 C 1.23 -0.13 -4.25
100 C 2.26 -0.93 -4.76
101 C 2.23 -2.30 -4.59
102 C 1.17 -2.90 -3.93
103 C 0.14 -2.12 -3.42
104 C 0.17 -0.74 -3.58
105 H 6.39 4.22 -5.44
106 H 6.10 2.57 -3.62
107 H 3.93 1.50 -3.25
108 H 2.28 3.79 -6.51
109 H 4.48 4.83 -6.88
110 H 0.16 4.53 -4.95
111 H -1.86 5.41 -6.04
112 H -3.46 3.87 -7.12
113 H -3.04 1.43 -7.10
114 H -1.02 0.54 -6.01
115 H 3.10 -0.47 -5.27
116 H 3.04 -2.91 -4.98
117 H 1.15 -3.97 -3.80
118 H -0.68 -2.58 -2.88
119 H -0.62 -0.13 -3.16

2S+1	2
net charge	+1
energy relative to the best compared isomer or geometry (same formula, charge and spin)	0.0	kcal/mol
E_LUMO (alpha / beta)	-3.3 / -3.3	eV
M	1207.95	g mol⁻¹
E_tot	-161302.0928	eV
E_HOMO (alpha / beta)	-8.095 / -9.032	eV
HOMO-LUMO gap (alpha / beta)	4.8 / 5.7	eV

Entry 6:
This record from OMol25 describes C3H4N2O in the gas phase. The level of theory is ωB97M-V/def2-TZVPD.

Atoms and positions in Å:
1 O -0.06 2.43 0.14
2 C 0.21 1.13 -0.05
3 C 1.26 0.42 -0.44
4 N 0.38 -1.58 -0.14
5 C -0.73 -0.99 0.21
6 N -0.89 0.31 0.28
7 H -0.97 2.34 0.50
8 H 2.15 0.02 -0.84
9 H 0.32 -2.62 -0.15
10 H -1.67 -1.47 0.49

net charge	0
energy relative to the best compared isomer or geometry (same formula, charge and spin)	100.4	kcal/mol
E_LUMO	-0.5	eV
M	84.08	g mol⁻¹
E_tot	-8199.5334	eV
E_HOMO	-8.937	eV
HOMO-LUMO gap	8.4	eV

Entry 7:
This record from OMol25 describes a molecular structure, C29H35BrCl2N7OPS2Ti. The level of theory is ωB97M-V/def2-TZVPD.

Atoms and positions in Å:
1 Ti 0.96 -0.64 -1.87
2 S 0.12 -2.81 -2.04
3 C 1.49 -3.12 -0.97
4 S 2.83 -2.02 -1.14
5 C 1.46 -4.13 -0.05
6 C 2.56 -4.31 0.85
7 N 3.43 -4.41 1.59
8 C 0.30 -4.94 0.13
9 N -0.67 -5.54 0.29
10 Br -5.39 3.11 -0.74
11 C -3.80 2.39 -1.42
12 C -3.69 1.02 -1.62
13 C -2.49 0.48 -2.05
14 C -1.44 1.33 -2.34
15 C -1.55 2.70 -2.17
16 C -2.73 3.24 -1.69
17 N -0.22 0.76 -2.84
18 C 0.26 1.28 -3.90
19 C 1.39 0.59 -4.52
20 C 1.94 0.98 -5.73
21 C 2.90 0.16 -6.30
22 C 3.26 -1.01 -5.66
23 C 2.68 -1.31 -4.43
24 N 1.77 -0.52 -3.86
25 H -4.54 0.38 -1.43
26 H -2.39 -0.59 -2.19
27 H -0.71 3.35 -2.37
28 H -2.83 4.31 -1.54
29 H -0.21 2.13 -4.39
30 H 1.60 1.89 -6.21
31 H 3.35 0.43 -7.25
32 H 3.98 -1.69 -6.08
33 H 2.94 -2.19 -3.86
34 Cl 2.68 1.52 -1.57
35 C 4.26 1.25 -0.76
36 Cl 4.16 1.33 0.98
37 H 4.88 2.06 -1.12
38 H 4.62 0.28 -1.08
39 O 0.27 -0.29 -0.11
40 P -0.41 0.03 1.24
41 N 0.76 -0.26 2.34
42 C 1.86 -1.23 2.18
43 C 2.55 -1.18 3.54
44 C 1.38 -1.03 4.50
45 C 0.43 -0.08 3.77
46 N -1.70 -0.91 1.49
47 C -3.13 -0.60 1.65
48 C -3.80 -1.95 1.44
49 C -2.80 -2.93 2.04
50 C -1.47 -2.38 1.55
51 N -0.88 1.59 1.28
52 C -1.87 2.18 2.22
53 C -1.58 3.67 2.13
54 C -0.08 3.73 1.95
55 C 0.19 2.58 0.98
56 H 2.50 -0.96 1.35
57 H 1.47 -2.24 2.00
58 H 3.20 -0.30 3.59
59 H 3.16 -2.06 3.72
60 H 1.66 -0.64 5.48
61 H 0.90 -2.00 4.65
62 H 0.59 0.96 4.06
63 H -0.62 -0.32 3.97
64 H -3.45 0.14 0.92
65 H -3.33 -0.21 2.65
66 H -3.94 -2.14 0.38
67 H -4.78 -1.99 1.92
68 H -2.94 -3.96 1.71
69 H -2.85 -2.90 3.13
70 H -1.24 -2.75 0.55
71 H -0.64 -2.62 2.21
72 H -1.70 1.82 3.24
73 H -2.88 1.94 1.92
74 H -1.95 4.21 3.00
75 H -2.08 4.08 1.24
76 H 0.43 3.54 2.89
77 H 0.29 4.68 1.56
78 H 1.18 2.14 1.11
79 H 0.10 2.90 -0.06

2S+1	2
net charge	+1
energy relative to the best compared isomer or geometry (same formula, charge and spin)	0.0	kcal/mol
E_LUMO (alpha / beta)	-4.1 / -4.3	eV
M	791.43	g mol⁻¹
E_tot	-192281.2041	eV
E_HOMO (alpha / beta)	-10.531 / -10.642	eV
HOMO-LUMO gap (alpha / beta)	6.4 / 6.3	eV